No. 1
ORCA calculation (ωB97M-V/def2-TZVPD) on a molecular structure, C12H36AlClI2N3OP3.

Computed properties:
* net charge: +2
* HOMO-LUMO gap (spin up / spin down): 4.028 / 4.164 eV
* energy relative to the best compared isomer or geometry (same formula, charge and spin): 16.9500 eV
* HOMO level (spin up / spin down): -12.6849 / -12.7894 eV

XYZ file:
```
59
Properties=species:S:1:pos:R:3:forces:R:3:mulliken_charge:R:1
I 0.182 2.769 2.018 -1.9 2.5 -5.1 -0.029
I 1.047 -2.566 1.700 -0.3 -3.5 -6.3 -0.036
Al -1.130 -0.265 -1.734 2.9 0.6 1.5 0.358
P -2.967 0.037 -0.354 1.0 -0.1 0.1 1.133
C -3.512 0.058 1.359 0.1 0.0 1.1 -0.753
C -3.525 1.495 -1.267 -0.3 -0.2 0.2 -1.257
H -4.618 1.508 -1.248 0.1 0.4 -0.2 0.413
H -4.442 -1.657 -1.177 -0.2 -0.5 -0.4 0.457
H -3.138 1.434 -2.298 -0.3 0.2 0.1 0.446
H -2.917 -1.603 -2.151 -0.5 -0.2 0.0 0.401
H -3.384 1.062 1.798 0.0 -0.3 -0.4 0.301
H -3.086 2.385 -0.775 -0.3 -0.4 -0.2 0.396
C -3.364 -1.566 -1.134 -0.4 0.3 0.2 -1.274
H -4.589 -0.200 1.418 0.4 0.1 -0.4 0.543
H -2.919 -2.371 -0.529 -0.1 0.2 -0.1 0.435
H -2.961 -0.629 2.035 0.0 0.2 -0.7 0.122
P 2.025 -0.013 -0.378 2.7 -0.5 -1.7 0.415
C 3.277 -0.089 1.041 0.2 0.3 1.2 -0.667
C 2.819 -1.430 -1.403 -0.7 -0.2 0.3 -1.000
H 2.674 1.368 -2.383 0.1 0.1 0.8 0.343
H 4.034 1.358 -1.179 -1.1 -0.1 0.0 0.413
H 2.475 2.285 -0.819 0.7 -0.1 -0.6 0.313
C 2.922 1.387 -1.298 -1.0 0.2 0.2 -1.127
H 2.355 -1.531 -2.410 0.2 0.2 0.7 0.321
H 3.920 -1.338 -1.542 -0.8 0.2 0.3 0.358
H 4.169 0.515 0.815 -0.4 -0.2 -0.5 0.532
H 3.627 -1.113 1.221 -0.2 0.1 -0.5 0.444
H 2.604 -2.355 -0.839 0.2 0.3 -0.4 0.280
H 3.016 0.268 2.064 -0.5 -0.1 -0.9 -0.264
Cl -0.109 0.055 -3.487 -0.8 -0.2 0.2 -0.080
C -0.666 -2.281 4.478 0.2 0.3 0.5 -1.017
N 0.602 -1.451 4.381 -0.3 -0.2 -2.0 -0.389
C 1.789 -2.207 3.965 0.0 0.4 1.3 -1.634
P 0.318 -0.045 3.412 -1.5 -0.8 0.3 1.133
O -0.187 -0.412 2.027 0.1 3.1 1.5 -0.956
N -0.945 0.598 4.251 0.1 -0.3 0.0 0.379
C -1.674 1.827 3.860 -1.0 -0.9 1.4 -1.368
C -0.823 0.397 5.722 -1.1 0.9 0.8 -1.141
N 1.738 0.774 3.877 0.4 1.1 -0.5 0.581
C 2.321 0.479 5.178 1.0 0.6 0.2 -1.164
C 1.931 2.279 3.854 0.5 -2.6 0.7 -1.035
H -1.037 -2.978 3.666 1.2 1.0 0.3 0.332
H -1.393 -1.445 4.542 -0.2 -1.5 0.6 0.383
H -0.512 -2.933 5.366 -0.6 0.7 -0.3 0.312
H 1.248 -3.122 3.408 1.8 0.1 2.2 0.455
H 2.475 -1.629 3.249 -0.6 -0.8 1.8 0.585
H 2.343 -2.552 4.852 0.0 -0.4 -0.3 0.394
H -1.884 2.040 2.779 0.1 -1.0 1.5 0.023
H -2.634 1.759 4.373 -0.1 0.2 0.2 0.428
H -1.067 2.629 4.281 -0.8 0.5 -0.1 0.541
H -1.897 0.346 6.026 0.9 0.0 0.5 0.410
H -0.266 -0.544 6.022 -0.9 1.6 -0.5 0.353
H -0.353 1.286 6.221 -0.5 -0.7 -0.3 0.340
H 1.697 0.927 5.978 0.6 -0.6 -0.1 0.311
H 3.198 1.139 5.005 0.3 -1.2 1.6 0.472
H 2.573 -0.574 5.345 0.0 0.7 0.1 0.221
H 1.566 2.420 2.872 1.4 0.6 -0.6 0.387
H 1.386 2.739 4.659 -0.1 0.5 0.1 0.277
H 2.908 2.713 3.616 0.5 -0.7 0.9 0.450
```
Forces are in eV/Å.

No. 2
ORCA calculation (ωB97M-V/def2-TZVPD) on a molecular structure, C31H25CrI2N7.

Computed properties:
* net charge: 0
* HOMO-LUMO gap (spin up / spin down): 6.699 / 6.970 eV
* 2S+1: 5
* HOMO level (spin up / spin down): -7.2341 / -7.5673 eV

XYZ file:
```
66
Properties=species:S:1:pos:R:3:forces:R:3:mulliken_charge:R:1
Cr -0.547 -1.099 -1.005 -0.2 0.0 0.1 0.059
C 1.657 -4.622 -2.150 0.0 0.0 0.0 -0.890
C 2.183 -5.162 -0.979 0.0 0.0 0.0 -0.467
C 1.884 -4.560 0.217 0.0 0.0 0.0 -0.319
C 1.064 -3.421 0.257 -0.1 0.0 0.0 -0.280
N 0.553 -2.907 -0.881 0.1 -0.1 0.0 0.643
C 0.859 -3.508 -2.045 0.0 0.0 0.0 -0.044
N 0.867 -2.890 1.518 0.0 0.0 0.0 -0.268
C -0.037 -2.011 1.793 -0.1 0.1 0.1 -0.170
N -0.916 -1.380 0.959 0.0 -0.1 0.0 0.210
C -1.759 -0.586 1.703 0.1 -0.1 0.0 -0.374
N -2.764 0.125 1.338 0.0 0.0 0.0 -0.458
C -3.260 0.204 0.042 0.1 -0.1 0.1 0.153
C -4.501 0.844 -0.075 0.0 0.0 0.0 -0.570
C -5.087 0.991 -1.310 0.0 0.0 0.0 -0.321
C -4.423 0.501 -2.429 0.0 0.0 0.0 -1.027
C -3.203 -0.112 -2.244 0.0 0.0 -0.1 -0.324
N -2.623 -0.270 -1.044 0.0 0.0 0.0 0.492
C -1.344 -0.668 3.127 0.0 0.0 0.0 0.376
C -1.834 -0.053 4.261 0.0 0.0 0.0 -0.234
C -1.215 -0.357 5.469 0.0 0.0 0.0 -0.616
C -0.152 -1.258 5.528 0.0 0.0 0.0 -0.678
C 0.326 -1.879 4.378 0.0 0.0 0.0 0.203
C -0.286 -1.557 3.184 0.0 0.0 -0.1 0.063
H 1.868 -5.048 -3.120 0.0 0.0 0.0 0.455
H 2.818 -6.038 -1.010 0.0 0.0 0.0 0.416
H 2.262 -4.928 1.160 0.0 0.0 0.0 0.484
H 0.452 -3.043 -2.929 0.0 0.0 0.0 0.037
H -4.962 1.207 0.831 0.0 0.0 0.0 0.480
H -6.045 1.485 -1.406 0.0 0.0 0.0 0.404
H -4.833 0.600 -3.424 0.0 0.0 0.0 0.443
H -2.642 -0.486 -3.091 0.0 0.0 0.0 0.422
H -2.666 0.636 4.201 0.0 0.0 0.0 0.547
H -1.563 0.109 6.382 0.0 0.0 0.0 0.411
H 0.306 -1.475 6.484 0.0 0.0 0.0 0.417
H 1.151 -2.578 4.406 0.0 0.0 0.0 0.528
C 0.129 1.855 0.435 0.0 0.0 0.0 -0.638
N 0.074 1.036 -0.775 0.0 0.1 0.0 0.816
C 0.201 1.576 -1.931 0.0 0.0 0.0 0.175
C 0.058 0.774 -3.111 0.0 0.0 0.0 -0.588
C 0.061 1.140 -4.452 0.0 0.0 0.0 -0.894
C -0.221 -0.026 -5.176 0.0 0.0 0.0 -0.882
C -0.368 -1.040 -4.235 0.0 0.0 0.0 -0.726
N -0.196 -0.573 -2.978 0.0 0.0 -0.1 0.440
C 0.927 3.133 0.350 0.0 0.0 0.0 -0.086
C 2.263 3.111 -0.050 0.0 0.0 0.0 0.206
C 3.005 4.279 -0.094 0.0 0.0 0.0 -0.740
C 2.424 5.491 0.263 0.0 0.0 0.0 -0.411
C 1.097 5.523 0.661 0.0 0.0 0.0 -0.705
C 0.355 4.349 0.699 0.0 0.0 0.0 -0.199
H 0.537 1.226 1.232 0.0 0.0 0.0 -0.157
H -0.897 2.093 0.730 0.0 0.0 0.0 0.330
H 0.409 2.641 -2.050 0.0 0.0 0.0 0.492
H 0.237 2.131 -4.841 0.0 0.0 0.0 0.516
H -0.299 -0.133 -6.246 0.0 0.0 0.0 0.454
H -0.603 -2.078 -4.427 0.0 0.0 0.0 0.527
H 2.719 2.169 -0.328 0.0 0.0 0.0 0.219
H 4.042 4.246 -0.405 0.0 0.0 0.0 0.410
H 3.004 6.403 0.229 0.0 0.0 0.0 0.377
H 0.636 6.462 0.938 0.0 0.0 0.0 0.398
H -0.685 4.377 1.005 0.0 0.0 0.0 0.404
I 3.424 -0.887 -0.655 0.0 0.1 -0.1 0.036
C 4.045 -1.146 1.353 0.0 0.0 0.0 -0.786
I 3.166 0.213 2.718 0.0 0.0 0.0 0.047
H 5.117 -1.004 1.393 0.0 0.0 0.0 0.490
H 3.752 -2.144 1.652 0.0 0.0 0.0 0.274
```
Forces are in eV/Å.

No. 3
ORCA calculation (ωB97M-V/def2-TZVPD) on a gas-phase ion, C4H10NS (charge +1).

Computed properties:
* net charge: +1
* HOMO-LUMO gap: 10.734 eV
* energy relative to the best compared isomer or geometry (same formula, charge and spin): 1.6950 eV
* structure (SMILES): CS[N+]1(C)CC1
* HOMO level: -14.0914 eV

XYZ file:
```
16
Properties=species:S:1:pos:R:3:forces:R:3:mulliken_charge:R:1
C -0.966 -2.014 -0.697 0.2 0.4 0.1 -0.774
S -0.248 -0.584 -1.540 -0.1 0.1 0.3 0.102
N 0.269 0.371 -0.128 -0.6 1.3 -1.0 0.159
C 1.558 0.011 0.434 0.9 -0.4 0.4 -0.867
C -0.747 0.985 0.730 -0.6 0.4 0.4 -0.363
C -0.075 1.923 -0.190 0.3 -1.5 0.2 -0.283
H -1.244 -2.691 -1.502 0.0 0.0 -0.1 0.361
H -1.854 -1.731 -0.142 -0.1 0.0 0.0 0.288
H -0.231 -2.501 -0.062 0.0 -0.1 0.0 0.271
H 1.522 -1.012 0.814 -0.1 0.1 0.0 0.302
H 2.324 0.074 -0.338 -0.1 0.0 0.0 0.343
H 1.821 0.677 1.255 -0.1 0.0 0.0 0.383
H -0.519 1.006 1.789 0.2 0.0 -0.1 0.264
H -1.770 0.706 0.510 0.1 -0.1 -0.1 0.277
H -0.572 2.234 -1.093 -0.1 -0.2 -0.2 0.267
H 0.731 2.548 0.162 0.1 -0.1 0.1 0.271
```
Forces are in eV/Å.

No. 4
ORCA calculation (ωB97M-V/def2-TZVPD) on a molecular structure, C2H2BrO2S.

Computed properties:
* net charge: -1
* HOMO-LUMO gap: 7.705 eV
* energy relative to the best compared isomer or geometry (same formula, charge and spin): 2.0243 eV
* HOMO level: -4.3255 eV

XYZ file:
```
8
Properties=species:S:1:pos:R:3:forces:R:3:mulliken_charge:R:1
C -0.123 -0.909 -0.011 1.0 -0.2 -0.7 0.375
C 0.391 0.515 0.275 -4.2 0.6 3.4 -0.055
O -1.101 -0.981 -0.845 -0.1 0.0 0.0 -0.604
O 0.458 -1.823 0.545 -0.2 -0.7 0.1 -0.622
S -0.701 1.648 -0.733 0.9 0.0 0.9 -0.549
Br 2.185 0.909 0.199 1.8 0.0 -0.3 -0.095
H 0.147 0.405 1.760 0.4 0.8 -4.2 0.217
H -1.256 0.236 -1.189 0.4 -0.6 0.7 0.333
```
Forces are in eV/Å.

No. 5
ORCA calculation (ωB97M-V/def2-TZVPD) on a molecular structure, C26H29N5RuS2.

Computed properties:
* net charge: 0
* HOMO-LUMO gap (spin up / spin down): 5.732 / 5.725 eV
* HOMO level (spin up / spin down): -7.6278 / -7.6278 eV

XYZ file:
```
63
Properties=species:S:1:pos:R:3:forces:R:3:mulliken_charge:R:1
Ru -0.503 0.424 -0.098 -2.3 1.4 -0.3 -0.616
C 0.149 0.268 2.979 -0.1 0.1 0.0 -1.034
N -0.433 -0.575 1.915 0.5 -0.1 -0.3 1.402
C 0.400 -1.799 1.845 0.1 0.0 0.2 -1.190
C -1.809 -0.994 2.152 -0.1 0.1 0.1 0.692
C -2.335 -1.187 3.415 0.1 0.0 0.0 -0.677
C -3.566 -1.811 3.559 0.0 0.0 0.1 -0.882
C -4.217 -2.292 2.435 0.0 0.0 -0.1 -0.819
C -3.708 -2.073 1.163 0.0 0.1 0.0 -1.073
C -2.534 -1.332 0.996 0.1 -0.1 -0.1 0.183
N -1.971 -0.891 -0.193 0.0 0.0 0.0 0.545
C -2.271 -1.353 -1.475 0.2 -0.2 0.0 -0.166
C -3.548 -1.601 -1.979 0.1 0.0 0.0 -0.892
C -3.704 -2.073 -3.275 0.0 0.0 0.0 -0.737
C -2.606 -2.308 -4.082 0.0 0.0 0.0 -0.859
C -1.335 -2.007 -3.609 0.0 0.1 0.0 -0.676
C -1.172 -1.499 -2.334 -0.1 0.0 -0.1 0.922
N 0.124 -1.085 -1.812 0.4 0.1 0.4 1.464
C 0.895 -2.250 -1.339 -0.1 -0.1 -0.1 -1.377
C 0.958 -0.411 -2.828 0.0 0.0 -0.1 -1.330
H 0.271 -0.315 3.895 0.0 0.0 0.0 0.418
H -0.484 1.130 3.169 0.0 0.0 0.0 0.483
H 1.122 0.611 2.635 0.0 0.0 0.0 -0.019
H 0.439 -2.279 2.828 0.0 0.0 0.0 0.410
H 1.405 -1.521 1.529 0.0 0.0 0.0 0.129
H -0.044 -2.489 1.142 0.0 -0.1 0.0 0.331
H -1.784 -0.875 4.292 0.0 0.0 0.0 0.367
H -3.992 -1.950 4.543 0.0 0.0 0.0 0.422
H -5.144 -2.839 2.544 0.0 0.0 0.0 0.406
H -4.233 -2.461 0.308 -0.1 0.0 -0.1 0.564
H -4.415 -1.369 -1.384 -0.1 0.0 0.0 0.628
H -4.702 -2.246 -3.657 0.0 0.0 0.0 0.399
H -2.732 -2.697 -5.083 0.0 0.0 0.0 0.403
H -0.476 -2.147 -4.252 0.0 0.0 0.0 0.367
H 1.206 -2.870 -2.187 0.0 0.0 0.0 0.394
H 0.280 -2.856 -0.685 0.0 0.0 0.0 0.389
H 1.778 -1.900 -0.805 0.0 0.0 0.0 0.191
H 1.353 -1.136 -3.545 0.0 0.0 0.0 0.461
H 1.787 0.079 -2.318 0.0 0.0 0.0 0.106
H 0.379 0.333 -3.370 0.1 -0.1 0.0 0.578
S -1.768 1.950 1.108 1.2 -0.3 -0.1 -0.184
C -1.589 3.415 0.233 -0.1 -0.2 -0.6 0.696
C -1.971 4.620 0.897 -0.1 0.0 -0.1 -0.138
N -2.285 5.573 1.457 0.0 0.0 0.0 -0.460
C -1.156 3.393 -1.068 -0.3 -0.1 0.4 0.502
S -0.763 1.917 -1.850 0.5 -0.4 0.6 -0.325
C -1.039 4.582 -1.852 0.0 0.1 0.0 -0.191
N -0.932 5.526 -2.499 0.0 0.0 0.0 -0.462
C 4.602 1.787 -0.978 0.0 0.0 0.0 -1.690
C 3.980 1.659 0.419 0.0 0.1 0.0 1.739
C 4.714 0.571 1.214 0.0 0.0 0.0 -1.605
C 4.092 3.001 1.156 0.0 0.0 0.0 -1.602
C 2.562 1.293 0.290 0.0 -0.1 0.0 -0.053
C 1.390 0.999 0.165 0.1 -0.5 0.0 0.111
H 5.642 2.107 -0.900 0.0 0.0 0.0 0.453
H 4.056 2.517 -1.576 0.0 0.0 0.0 0.343
H 4.575 0.829 -1.500 0.0 0.0 0.0 0.327
H 5.776 0.813 1.285 0.0 0.0 0.0 0.415
H 4.615 -0.400 0.725 0.0 0.0 0.0 0.340
H 4.310 0.490 2.224 0.0 0.0 0.0 0.341
H 5.140 3.298 1.232 0.0 0.0 0.0 0.415
H 3.678 2.925 2.162 0.0 0.0 0.0 0.349
H 3.547 3.781 0.622 0.0 0.0 0.0 0.372
```
Forces are in eV/Å.

No. 6
ORCA calculation (ωB97M-V/def2-TZVPD) on 3 unconnected molecules or ions with the total composition C16H18N2O6.

Computed properties:
* net charge: 0
* HOMO-LUMO gap: 7.907 eV
* energy relative to the best compared isomer or geometry (same formula, charge and spin): 6.4964 eV
* structure (SMILES): O=C1C=CC(=O)C=C1.O=C1C=CC(=O)C=C1.NCCCOC(N)=O
* HOMO level: -9.6567 eV

XYZ file:
```
42
Properties=species:S:1:pos:R:3:forces:R:3:mulliken_charge:R:1
O -1.402 0.464 3.054 0.0 0.0 -0.2 -0.554
C -1.523 0.488 1.842 0.0 0.0 0.4 0.157
C -0.364 0.273 0.950 0.1 0.0 -0.2 -0.316
C -0.498 0.301 -0.376 0.2 -0.1 0.1 -0.373
C -1.810 0.547 -1.011 0.1 0.0 -0.3 0.128
O -1.932 0.570 -2.222 0.0 0.0 0.3 -0.553
C -2.971 0.762 -0.119 -0.1 0.2 0.1 -0.191
C -2.836 0.733 1.207 -0.1 0.0 -0.3 -0.256
H 0.590 0.094 1.430 0.0 0.0 0.0 0.481
H 0.341 0.147 -1.043 0.0 0.0 0.1 0.447
H -3.928 0.941 -0.600 0.5 0.0 0.0 0.642
H -3.674 0.888 1.876 0.0 0.0 0.0 0.429
O -9.124 2.953 2.735 0.2 -0.2 -0.2 -0.545
C -8.348 2.395 1.984 -0.3 0.2 0.3 0.347
C -8.004 2.972 0.667 0.2 0.0 -0.3 -0.410
C -7.154 2.357 -0.156 -0.2 0.3 0.0 -0.319
C -6.517 1.075 0.213 0.1 -0.1 -0.2 0.422
O -5.739 0.516 -0.538 -0.8 0.0 0.2 -0.636
C -6.861 0.498 1.530 -0.1 0.0 0.3 -0.259
C -7.711 1.112 2.354 0.2 -0.3 0.0 -0.354
H -8.478 3.911 0.412 0.0 0.0 0.0 0.402
H -6.891 2.765 -1.125 0.0 0.0 0.0 0.434
H -6.386 -0.441 1.785 0.0 0.0 0.0 0.465
H -7.973 0.705 3.322 0.0 0.0 0.0 0.402
N 8.810 -1.681 -0.705 -0.4 -0.6 0.3 -0.556
C 7.534 -2.394 -0.996 -0.5 0.2 -0.9 -0.414
C 6.657 -1.431 -1.952 1.0 0.2 0.7 -0.444
C 5.849 -0.402 -1.016 0.8 -1.2 -0.6 -0.496
O 4.564 -0.134 -1.671 -0.6 -1.5 1.9 -0.297
C 3.571 -0.797 -0.897 -3.2 3.0 1.7 0.293
N 3.418 -2.248 -0.766 0.9 1.4 -0.8 -0.395
O 2.731 -0.058 -0.317 3.2 -2.8 -2.1 -0.480
H 8.732 -1.066 0.116 0.3 -0.7 -0.5 0.200
H 9.610 -2.322 -0.632 -0.7 0.5 0.3 0.208
H 7.775 -3.391 -1.518 -0.4 1.5 0.8 0.350
H 6.887 -2.598 -0.069 1.1 0.0 -1.1 0.214
H 7.414 -0.810 -2.552 -1.2 -1.1 0.7 0.332
H 6.004 -1.997 -2.698 0.6 0.8 1.3 0.276
H 5.628 -0.846 0.024 0.6 0.6 -1.5 0.335
H 6.486 0.538 -0.866 -1.4 -1.1 -0.4 0.320
H 3.978 -2.643 -0.002 -0.4 0.2 -0.5 0.274
H 3.547 -2.746 -1.655 0.4 0.3 0.6 0.287
```
Forces are in eV/Å.

| no. | E (Eh) |
| --- | --- |
| 1 | -3039.5154 |
| 2 | -3219.5906 |
| 3 | -611.0409 |
| 4 | -3200.1062 |
| 5 | -2173.1213 |
| 6 | -1181.3049 |